{
  "formula": "C8H6FIN2O",
  "method": "ωB97M-V with the def2-TZVPD basis set",
  "orbital_gap_ev": 8.82,
  "smiles": "O=CC1=C2C(=NC1)C=C[C@@H](F)N2I",
  "e_above_lowest_kcal_mol": 0.00,
  "fmax_ev_per_a": 5.6,
  "elements": ["C", "N", "C", "H", "O", "C", "F", "C", "C", "C", "H", "H", "H", "H", "C", "N", "C", "I", "H"],
  "coordinates": [[-1.61, 1.13, 1.04], [-0.78, -1.57, 0.19], [-2.10, -1.06, 0.00], [-1.77, 2.14, 1.55], [3.72, -0.32, -1.06], [-2.44, 0.10, 0.83], [-2.19, -0.68, -1.38], [0.27, -0.28, 0.08], [1.79, 1.39, 0.18], [-0.28, 1.03, 0.60], [2.35, -1.47, -1.92], [-3.50, 0.31, 1.20], [-2.67, -2.01, 0.18], [2.40, 1.91, -0.60], [2.58, -0.70, -1.19], [0.61, 1.92, 0.63], [1.53, -0.03, -0.36], [-0.28, -3.03, -1.15], [2.36, 1.21, 1.19]]
}